No. 1
The following is a DFT calculation (wB97M-V/def2-TZVPD) of a cluster of 11 separate species, C19H56F3O13S in total at a distorted geometry.

The calculation puts the HOMO energy at -6.19 eV. The LUMO energy is 1.94 eV. As for the total energy: -2433.41179 hartree. The charge is -1.

The geometry in XYZ format:
```
92
Properties=species:S:1:pos:R:3:forces:R:3
C -5.29480 -3.89088 -1.08322 0.45 -0.29 1.25
H 7.58443 1.55610 -0.62679 0.46 0.37 0.30
O 0.64911 1.08425 -0.05923 -1.50 0.16 1.97
H -6.56975 4.32603 2.05827 0.99 -0.03 0.13
H 0.44214 -3.24141 -4.29623 -0.43 -1.01 -0.30
C 2.54353 -5.98359 3.52262 -0.27 -0.07 -1.42
O -6.23210 -4.31951 -2.04297 0.11 -0.18 -1.09
H 6.64690 0.60344 1.81120 -0.03 0.15 -0.02
H -0.97616 3.34857 -5.49247 0.11 -0.18 0.55
H -3.30583 -4.31770 -0.55535 0.12 -0.25 0.26
C 6.73933 1.88885 -0.02415 -1.51 0.12 0.70
H -5.50106 3.03409 4.08932 0.42 -0.06 -0.44
H 3.04411 -4.27107 -3.07798 0.04 -0.12 -0.18
O 2.72924 3.99373 5.36658 0.21 0.22 0.21
F 0.76308 -0.23393 2.62313 1.02 -1.38 0.45
H 6.55239 -0.18313 0.23488 -0.15 -0.34 0.22
H -4.79536 -2.95459 -1.33224 -0.77 0.61 -0.43
C 1.95711 -4.22134 -3.14179 0.02 -0.38 0.89
O 1.33484 0.49697 7.79440 0.00 0.20 0.15
H 3.08112 -4.22824 -5.70247 0.09 -0.05 0.46
H -6.61417 -2.85442 0.15793 -0.18 -0.07 0.76
O -4.40181 5.15259 -1.72624 -0.04 0.26 -0.11
H -5.23031 -3.64932 1.07914 -0.20 0.45 0.05
H 2.83582 -8.45442 4.30520 0.15 0.20 -0.06
H 2.53337 3.14242 5.75793 -0.10 -0.21 0.11
H -0.70493 4.13751 -6.92102 0.58 0.86 -0.20
F -1.31333 -0.58248 1.95690 0.81 0.14 0.29
H 2.50055 3.89149 4.44274 -0.17 -0.04 -0.36
C 2.00216 -4.07398 -5.69078 -0.32 0.30 0.62
H 4.91910 1.71103 -0.72138 -0.05 0.07 -0.03
H 3.59841 -8.84415 1.85551 -0.29 -0.03 0.37
H 1.29043 6.18138 -6.70162 -0.43 0.11 -0.01
H 3.94047 5.74714 -1.08780 0.16 -0.14 -0.13
H 2.91872 -5.28873 2.77130 0.46 0.20 0.16
C -6.90583 4.28670 3.09442 -1.31 0.60 0.53
H 1.83109 -3.50356 -6.60372 -0.40 0.55 0.37
H 4.44944 -7.50577 2.65711 0.28 -0.05 -0.16
H -7.51738 2.32947 2.98104 -0.36 -0.38 -0.24
C 1.51566 -3.42867 -4.32058 -0.17 0.04 -1.89
O 0.82035 2.70505 1.77493 -1.95 -2.10 -0.50
H 0.56737 3.10191 -6.26305 0.05 -0.05 -0.06
H 7.70417 2.77603 1.54259 0.00 0.62 0.58
H 6.04474 3.48277 1.28727 0.04 -0.31 0.15
C -0.16901 3.86525 -6.01176 -0.40 -0.97 0.13
O 2.10914 -8.36093 3.68489 -1.67 -0.90 1.16
C -4.09280 -4.83863 -1.10071 -0.71 0.93 0.47
S -0.08308 1.71358 1.08221 1.78 1.92 -1.34
H 3.27063 -6.13332 4.32076 -0.10 0.27 0.08
H 2.92602 5.42991 -0.00977 -0.21 -0.25 0.17
O 2.01958 -2.12326 -4.26710 1.28 0.96 -0.43
H 7.39598 3.97985 0.28433 0.00 -0.16 -0.24
O 5.72312 2.18513 -0.94584 -0.57 0.34 -1.39
H 1.95781 -0.18354 8.04947 0.17 -0.14 0.07
C 6.23551 0.68983 0.80552 0.79 -0.32 -0.53
H -8.45565 3.29211 4.09027 -0.61 0.09 -0.29
H -3.92177 4.45162 -1.28530 0.28 -0.21 0.21
C 2.34451 -7.31639 2.78611 0.74 -0.18 0.22
C -5.98398 -3.73298 0.29614 0.86 -0.37 -1.34
H 0.80582 4.44233 -4.21830 0.07 0.06 0.17
H -1.25755 5.48036 -4.37043 -0.07 -0.02 0.14
C -0.39040 0.31931 2.39421 -0.80 1.85 -2.63
H -3.74771 -4.86486 -2.13431 -0.10 -0.83 0.06
H 1.62223 -3.72844 -2.22910 -0.06 0.07 0.10
H 3.65534 -7.33431 1.06125 0.30 0.44 0.04
H 0.89006 0.13933 7.02596 -0.17 -0.03 -0.27
O -7.61885 5.49496 3.34068 0.22 0.98 0.10
C -5.84531 4.06607 4.15723 0.64 -0.91 -0.85
C 6.96777 3.13485 0.82352 0.95 -0.71 -0.08
H -5.21526 4.74032 -2.01704 -0.19 -0.08 -0.07
H 1.51528 -7.28226 2.07949 -0.25 0.01 0.28
H 2.32941 4.90578 -6.30066 0.24 -0.13 0.65
H 1.52514 -5.22183 -3.11891 0.10 -0.11 -0.15
O 3.23718 6.14018 -0.57095 0.03 0.33 -0.03
C -8.01397 3.29321 3.09376 0.87 -1.27 0.26
H -6.12139 4.08896 5.21144 -0.60 0.80 -0.19
C 3.58014 -7.77295 2.05626 0.66 0.57 -1.14
H 1.64340 -1.63137 -3.53353 -0.10 -0.10 0.15
H 1.61535 -5.50710 3.83811 -0.01 -0.45 0.47
H 2.10621 6.36164 -5.19036 0.34 -0.34 0.07
H -6.54691 -4.64581 0.49095 -0.27 0.09 0.06
O -1.42524 2.22448 0.75435 1.21 -0.86 0.66
H 1.53276 -5.03699 -5.89171 -0.07 -0.12 0.38
C 0.45557 4.93451 -5.12560 -0.05 0.13 -1.28
H -6.96341 6.18939 3.43950 -0.04 0.30 0.01
F -0.84594 0.84074 3.50614 -0.46 0.28 1.11
C 1.64460 5.61708 -5.83893 -0.97 0.35 -0.09
H -4.38003 -5.75309 -0.58171 0.45 -0.41 -0.55
H -7.15712 -4.28452 -1.78857 0.24 0.31 0.49
H -8.65704 3.48620 2.23509 -0.38 -0.11 0.47
O -0.53097 5.92102 -4.81707 0.52 0.21 -0.03
H -5.00793 4.71994 3.91364 0.18 -0.02 0.49
H 5.14631 0.65770 0.83289 -0.02 0.21 0.33
```
Positions in Å, forces in eV/Å.

Results of the Mulliken charge analysis, in e, for atoms 1 through 5: number 1, C, carries 0.570; number 2, H, carries 0.207; number 3, O, carries -0.649; number 4, H, carries 0.196; number 5, H, carries 0.230

No. 2
The following is a DFT calculation (wB97M-V/def2-TZVPD) of the ion C4H11NS with charge +1 at a distorted geometry.

The calculation puts the HOMO energy (alpha / beta) at -13.26 / -13.17 eV. As for the expectation value of S²: 0.75. The multiplicity is 2. The LUMO energy (alpha / beta) is -4.10 / -9.19 eV. As for the total energy: -611.56674 hartree. The charge is +1.

The geometry in XYZ format:
```
17
Properties=species:S:1:pos:R:3:forces:R:3
C -0.31479 3.06493 -1.17592 -0.67 -0.01 0.99
H -0.52985 -0.93609 -1.12041 -0.41 0.60 -0.37
H 0.82688 1.30820 -1.34848 0.21 -0.52 0.66
H -0.17967 -0.20536 1.83966 0.30 -0.53 0.44
H 1.32091 -0.17584 0.84243 -0.79 -0.53 -0.37
H -0.99439 3.33818 -0.34581 -0.15 0.14 -0.86
H -0.85430 2.68673 -2.05059 -0.18 -0.01 0.40
S 0.18417 -2.66852 0.21744 -0.12 0.68 0.17
H 0.22635 1.73361 1.47472 -0.40 0.86 -0.17
H -0.59115 -3.33542 -0.63919 -0.23 -0.34 -0.27
C -0.61450 -0.99831 -0.04458 1.44 -1.44 1.11
H -1.61273 -1.16942 0.37846 -0.16 0.36 -0.63
H 0.16857 3.98341 -1.49389 0.51 -0.13 0.07
C 0.20500 -0.06108 0.83930 -0.20 1.56 -0.02
C 0.56353 1.97853 -0.52308 0.13 1.38 -0.49
H 1.45939 2.45725 -0.10822 0.16 -0.27 -0.42
N -0.15448 1.36379 0.61080 0.56 -1.78 -0.24
```
Positions in Å, forces in eV/Å.

Results of the natural (NBO) charge analysis, in e, for atoms 1 through 5: number 1, C, carries -0.619; number 2, H, carries 0.268; number 3, H, carries 0.187; number 4, H, carries 0.224; number 5, H, carries 0.202

No. 3
The following is a DFT calculation (wB97M-V/def2-TZVPD) of a structure of composition C28H29FeN3Si at a distorted geometry.

The calculation puts the HOMO energy (alpha / beta) at -5.60 / -6.98 eV. As for the expectation value of S²: 6.02. The multiplicity is 5. The LUMO energy (alpha / beta) is -0.26 / -0.27 eV. As for the total energy: -2801.64946 hartree.

The geometry in XYZ format:
```
62
Properties=species:S:1:pos:R:3:forces:R:3
C -2.71207 -1.28525 0.99712 0.76 -0.69 0.16
H 6.41842 -1.52393 -3.98144 -0.45 0.02 0.25
H -2.31938 2.03289 3.65093 0.13 -0.13 -0.28
H 1.08247 0.52241 -4.66204 0.39 0.48 -2.02
H 1.33087 1.54096 -2.53258 0.12 0.35 -0.02
H 0.25194 2.86498 3.42816 -0.11 -0.19 -0.34
C -1.28891 2.39334 0.47252 -0.08 0.77 0.49
H 0.27199 0.67060 7.04622 0.04 -0.33 -0.25
C -2.03893 0.68712 -2.82996 -0.21 0.62 -0.58
C -0.88967 1.08359 -3.52383 -0.77 -1.33 1.26
C -0.91950 2.22308 -4.35157 0.17 -0.35 0.11
N 0.24943 -2.30275 2.77951 0.07 0.09 -0.10
C -3.24199 -2.50431 0.59544 -0.04 0.08 -0.06
H 4.71482 -3.14269 -3.13124 -0.11 0.08 -0.02
H -4.18337 -2.52129 0.04362 0.26 -0.01 0.27
H 1.61175 0.77932 0.32955 -0.05 -0.39 -0.40
C 0.35501 0.03213 6.16430 -0.03 0.10 -0.09
H 2.36513 -2.42707 -2.67692 0.33 0.25 -0.22
H 3.46625 1.61973 -3.73793 0.13 -0.43 -0.06
C 1.01398 -1.98091 5.03632 -0.30 0.34 0.32
C 0.41482 -1.44854 3.87931 -0.23 0.30 0.25
H -3.25981 -0.35428 0.84098 0.43 -0.23 -0.07
C -2.32160 2.06643 1.40838 0.75 0.24 0.12
Fe -0.40978 0.53642 1.53810 -2.36 1.55 3.22
C 2.74581 -0.36640 -3.26248 -0.49 -1.83 0.94
C 0.82588 0.00504 0.32441 3.43 -1.42 -2.45
H 0.00697 2.56163 -4.83388 -0.45 -0.20 0.12
C 5.04621 0.13878 -3.88457 -0.38 -0.04 0.14
C -0.11229 0.51373 4.94742 0.48 -0.56 -0.10
C 5.40119 -1.20396 -3.73121 -0.52 0.09 0.00
C -0.40767 2.59685 2.60412 -0.46 0.21 -0.64
H -3.36335 1.85251 1.17219 0.35 -0.02 0.02
H 5.78743 0.86902 -4.19936 -0.10 -0.10 0.05
H 0.83286 3.10402 0.80145 -0.28 -0.27 0.07
C 4.42700 -2.10596 -3.28643 0.13 0.00 0.00
C -0.10409 2.73318 1.21166 -1.14 0.69 0.40
N -0.05132 -0.19794 3.79774 -0.01 -0.50 0.68
C -1.77082 2.15637 2.71924 0.25 0.69 -0.48
H -2.00723 -0.17409 -2.15374 -0.12 0.38 -0.24
C -2.11102 2.92764 -4.54274 0.11 -0.32 0.21
H 0.44415 -0.15019 -0.69662 0.08 0.03 0.04
C -3.22283 1.41850 -3.02157 -0.11 0.00 -0.02
H -4.12622 1.12631 -2.48934 0.13 0.02 -0.07
N -1.48884 -1.18262 1.60985 -1.90 -1.92 0.30
H -0.53273 1.51346 4.88161 0.09 -0.28 -0.09
Si 0.91156 0.33853 -3.28402 1.28 2.81 0.07
H -2.12667 3.79123 -5.20736 0.02 -0.19 0.19
C -2.55325 -3.69602 0.87794 0.41 0.44 0.12
C 3.10219 -1.70337 -3.04053 0.75 0.36 -0.26
H -0.78831 -4.46957 1.92930 -0.35 0.06 -0.22
H 1.27455 -0.93600 0.68822 0.12 0.08 -0.37
H -2.94287 -4.65903 0.55278 0.09 0.22 0.10
C 0.95410 -1.23528 6.21148 0.00 0.10 -0.65
C 3.73613 0.56152 -3.63677 -0.42 -0.14 0.06
H 1.44144 -2.98140 4.98999 -0.09 0.20 0.19
C -3.27668 2.51870 -3.88583 0.33 -0.20 0.19
H -1.41534 2.49923 -0.60282 0.10 -0.25 0.26
C -0.90527 -2.34277 1.97778 0.08 0.59 -0.03
H 1.35388 -1.62802 7.14392 -0.04 0.06 -0.22
H -4.20775 3.07514 -4.03213 0.33 -0.28 0.10
C -1.36976 -3.60724 1.60051 -0.39 0.03 -0.16
H 0.63110 -3.22350 2.96686 -0.14 0.26 -0.19
```
Positions in Å, forces in eV/Å.

Results of the natural (NBO) charge analysis, in e, for atoms 1 through 5: number 1, C, carries 0.073; number 2, H, carries 0.215; number 3, H, carries 0.218; number 4, H, carries -0.219; number 5, H, carries -0.187

No. 4
The following is a DFT calculation (wB97M-V/def2-TZVPD) of an isolated molecule of C24H19N3O5S at a distorted geometry.

The calculation puts the HOMO energy at -8.29 eV. The LUMO energy is -0.66 eV. As for the total energy: -1864.71678 hartree.

The geometry in XYZ format:
```
52
Properties=species:S:1:pos:R:3:forces:R:3
H -1.61337 2.50575 1.46872 0.04 0.02 -0.11
H -2.81223 -1.79227 0.35266 0.11 -0.01 0.03
C 5.17533 1.85445 -0.79517 -0.11 0.02 0.20
H 5.24808 -3.08041 -0.96646 0.16 0.08 -0.03
C 3.90351 0.25917 0.49130 0.23 0.01 0.05
N -0.54268 1.61480 -0.06335 -0.56 0.08 0.43
H 5.95924 1.13150 -2.64661 0.04 0.01 -0.08
C -6.91703 0.38789 -0.80837 -0.02 -0.13 0.04
O 4.81748 3.67375 1.25469 0.40 0.34 -0.23
C -4.65681 0.34908 0.01352 -0.38 -0.07 -0.18
O -1.02501 -0.00545 1.47026 0.05 0.07 0.08
H 1.50241 -4.26718 0.76337 -0.21 -0.05 0.10
H 0.56428 -1.86320 1.27087 0.00 0.06 0.02
S 1.50503 0.66427 -1.31793 -0.08 0.12 -0.17
C 4.10642 2.54688 1.37081 -0.40 0.04 0.46
C -7.07834 -0.93536 -0.44129 -0.12 -0.01 -0.05
H -5.58419 2.05926 -0.86865 0.01 0.02 -0.01
C 2.33437 -2.31310 0.21496 0.08 -0.84 0.09
N -3.42993 0.97804 0.28016 -0.07 -0.62 0.30
O 0.30767 2.99150 -1.69503 -0.13 0.25 -0.08
C 4.25242 -3.11622 -0.56982 0.16 -0.55 -0.05
C 0.31351 1.97242 -1.07305 0.65 -0.48 -0.34
H 3.34076 0.03067 1.38367 -0.04 -0.02 0.04
C -4.80655 -0.99556 0.38368 -0.01 0.01 -0.03
H -2.80555 0.46012 0.89293 0.03 0.26 -0.10
C -3.68174 -1.76667 1.00988 -0.06 0.05 -0.04
C 4.84065 -0.37382 -1.62956 -0.15 -0.06 0.12
O 3.27475 2.39087 2.23033 0.05 -0.06 -0.05
C 0.84721 -0.26720 0.01759 0.68 -0.68 -0.14
H -7.72896 0.92850 -1.27065 -0.06 0.06 -0.04
H -6.14958 -2.64911 0.43036 0.02 -0.09 0.04
H -8.01675 -1.44078 -0.61338 -0.08 -0.05 -0.02
O -3.56606 2.91915 -0.92534 -0.13 0.16 -0.13
H 3.81832 -5.22475 -0.19229 0.11 -0.17 -0.02
C -0.31973 0.40951 0.56899 -0.27 0.00 0.26
C -2.98279 2.16667 -0.18015 0.65 0.26 0.20
C 4.08923 -0.69268 -0.50146 0.50 0.76 0.07
C 1.24190 -1.46054 0.52344 -0.80 1.01 -0.13
C 3.51763 -4.19739 -0.14573 0.27 0.09 -0.17
C 5.38414 0.89130 -1.76573 0.01 -0.04 -0.04
C -5.71333 1.02952 -0.58183 0.02 0.19 -0.04
H 4.97512 -1.11073 -2.40672 0.00 -0.08 -0.08
C -6.02515 -1.61329 0.14779 -0.01 0.09 -0.01
H 5.57382 2.84956 -0.90866 0.04 0.07 -0.03
H -3.37168 -1.32483 1.95685 0.11 -0.02 0.07
C 4.42692 1.53739 0.33415 0.13 -0.23 -0.28
H -3.99205 -2.79080 1.20127 0.00 -0.04 0.03
N 3.54373 -1.97795 -0.35875 -0.23 -0.25 -0.02
H -1.32861 3.52337 0.01591 -0.09 -0.20 0.06
C -1.58522 2.52459 0.37507 -0.33 0.27 0.03
H 4.55128 4.30754 1.93928 -0.14 -0.28 -0.02
C 2.31809 -3.69825 0.36351 -0.07 0.63 0.01
```
Positions in Å, forces in eV/Å.

Results of the natural (NBO) charge analysis, in e, for atoms 1 through 5: number 1, H, carries 0.234; number 2, H, carries 0.219; number 3, C, carries -0.157; number 4, H, carries 0.220; number 5, C, carries -0.197

Record-wise energy relative to the best compared isomer or geometry (same formula, charge and spin) values, in kJ/mol: 104.5, 161.8, 48.4, 10.5